Record 1
An isolated molecule of C7H11NO3S. Source: the Open Molecules 2025 dataset; level of theory: the ωB97M-V functional and the def2-TZVPD basis.

Atoms and positions in Å:
C1 -3.7526 -0.7761 0.3723
C2 -2.3189 -1.1407 0.1861
S1 -1.4908 0.3020 -0.4517
O1 -1.5544 1.3316 0.5487
O2 -2.0810 0.6416 -1.7161
C3 0.1894 -0.1482 -0.5630
O3 0.4872 -1.4488 -0.7089
N1 1.8514 -1.5921 -0.5084
C4 2.3646 -0.4517 -0.3084
C5 3.8309 -0.2911 0.1776
C6 1.3294 0.5978 -0.2821
C7 1.3680 2.0109 0.0053
H1 -3.8600 -0.2623 1.2493
H2 -4.1372 -0.1077 -0.3150
H3 -4.3359 -1.5512 0.2667
H4 -2.2106 -1.9186 -0.6354
H5 -1.9078 -1.3446 1.1764
H6 3.8257 -0.4401 1.2694
H7 4.3129 -1.1584 -0.1899
H8 4.1213 0.7556 0.0210
H9 2.1904 2.2311 0.7210
H10 1.3355 2.5723 -0.8495
H11 0.4424 2.1887 0.5346

## Properties
ΔE to the lowest compared entry with this formula, charge and spin = 4.229 eV
SMILES = CCS(=O)(=O)c1onc(C)c1C
Total charge = 0
Calculated total energy = -951.87780 Ha
Spin multiplicity = 1


Record 2
An isolated molecule of C3H4N2OS. Source: the Open Molecules 2025 dataset; level of theory: the ωB97M-V functional and the def2-TZVPD basis.

Atoms and positions in Å:
O1 -2.0407 -0.1077 -0.7551
N1 -0.7224 0.0354 -0.3996
N2 -0.1293 1.2653 -0.1674
C1 1.1275 0.9835 0.3399
C2 1.3491 -0.4061 0.4076
C3 0.1243 -1.0520 0.0186
S1 -0.7221 -2.4984 -0.1794
H1 -2.1138 -1.0291 -0.9061
H2 -0.8513 1.9779 0.0210
H3 1.8045 1.7189 0.8106
H4 2.1742 -0.8876 0.8099

## Properties
ΔE to the lowest compared entry with this formula, charge and spin = 3.798 eV
SMILES = On1[nH]ccc1=S
Total charge = 0
Calculated total energy = -699.53256 Ha
Spin multiplicity = 1


Record 3
An isolated molecule of C2H3ClOS. Source: the Open Molecules 2025 dataset; level of theory: the ωB97M-V functional and the def2-TZVPD basis.

Atoms and positions in Å:
O1 0.9463 0.5011 -1.5427
C1 0.4442 0.3830 -0.5499
S1 0.8274 1.2478 1.3399
C2 -0.7650 -0.6540 -0.0709
Cl1 -1.7865 -1.3804 -1.3195
H1 2.3678 1.4054 1.2008
H2 -0.4677 -1.5700 0.4683
H3 -1.5664 0.0670 0.4740

## Properties
ΔE to the lowest compared entry with this formula, charge and spin = 1.841 eV
SMILES = O=C(S)CCl
Total charge = 0
Calculated total energy = -1011.55288 Ha
Spin multiplicity = 1


Record 4
An isolated molecule of C4H5N3O. Source: the Open Molecules 2025 dataset; level of theory: the ωB97M-V functional and the def2-TZVPD basis.

Atoms and positions in Å:
N1 -2.4421 -0.8683 -0.2523
C1 -1.2397 -0.1942 0.0968
C2 -0.9549 1.1748 -0.0713
N2 0.2245 1.7653 0.0547
C3 1.2892 1.0389 -0.0006
C4 1.3501 -0.4283 0.0193
O1 2.2467 -1.2676 -0.1338
N3 -0.0396 -0.7433 0.2552
H1 -3.1428 -0.4371 0.4012
H2 -2.4567 -1.8984 0.1255
H3 -1.7040 2.1005 -0.1653
H4 2.3044 1.5184 -0.2243
H5 0.1586 -1.7658 0.2652

## Properties
ΔE to the lowest compared entry with this formula, charge and spin = 2.911 eV
SMILES = Nc1cncc(=O)[nH]1
Total charge = 0
Calculated total energy = -394.86058 Ha
Spin multiplicity = 1


Record 5
An isolated molecule of C5H10O. Source: the Open Molecules 2025 dataset; level of theory: the ωB97M-V functional and the def2-TZVPD basis.

Atoms and positions in Å:
C1 1.4905 -0.2901 1.0514
C2 0.9467 -0.0224 -0.3375
C3 0.0720 -1.0949 -0.9483
C4 -0.5228 0.2246 -0.5787
C5 -1.4678 0.4919 0.5671
O1 -0.8561 0.9508 -1.7384
H1 2.5177 -0.6666 0.9926
H2 1.4912 0.5984 1.6930
H3 0.9008 -1.0646 1.5560
H4 1.6094 0.5143 -1.0137
H5 0.1406 -1.2773 -2.0166
H6 -0.1169 -1.9774 -0.3419
H7 -2.4928 0.1956 0.3234
H8 -1.4705 1.5727 0.7734
H9 -1.1630 -0.0063 1.4910
H10 -1.0789 1.8514 -1.4729

## Properties
ΔE to the lowest compared entry with this formula, charge and spin = 1.012 eV
SMILES = C[C@H]1C[C@]1(C)O
Total charge = 0
Calculated total energy = -271.71543 Ha
Spin multiplicity = 1


Record 6
A cluster of 4 separate species, C30H57BF3N2O12 in total. Source: the Open Molecules 2025 dataset; level of theory: the ωB97M-V functional and the def2-TZVPD basis.

Atoms and positions in Å:
O1 -6.8956 0.6024 3.0545
B1 -5.4337 0.2479 3.1028
O2 -4.7065 0.2874 4.3878
C1 -4.7117 -0.1286 1.6362
C2 -3.7820 1.1926 1.2022
C3 -4.4864 2.6582 1.1480
C4 -3.6412 4.0086 0.7642
C5 -4.2704 5.5221 0.7354
C6 -5.6398 5.7245 1.6135
C7 -5.3978 6.1743 3.1749
F1 -6.3834 7.1254 3.7810
C8 -4.2912 5.7087 4.0629
F2 -3.6330 4.3820 4.0213
F3 -3.8343 6.6879 5.1180
C9 -2.0480 3.6454 0.4037
C10 -0.9777 4.8151 -0.0681
C11 -0.3497 5.5841 1.4132
C12 0.5388 4.5058 2.4441
O3 -0.9723 5.0759 2.7540
N1 -1.6767 2.1945 0.4974
N2 -2.3488 1.0727 0.8508
H1 -6.9352 1.5786 2.7588
H2 -4.4839 1.2656 4.5837
H3 -4.0340 -1.0784 1.7709
H4 -5.6010 -0.3081 0.8623
H5 -5.6423 2.7243 1.4001
H6 -4.4208 5.8398 -0.3976
H7 -3.4408 6.2613 1.1652
H8 -6.2454 6.6175 1.1036
H9 -6.3640 4.8024 1.6076
H10 0.0020 4.3655 -0.5307
H11 -1.4634 5.6802 -0.6926
H12 0.0555 6.7681 1.3245
H13 0.1849 3.3820 2.3544
H14 0.9609 4.9776 3.4452
H15 -0.6588 2.0158 0.2266
C13 -2.0506 -1.2497 -1.2840
O4 -0.8019 -1.6965 -1.7889
C14 0.2215 -1.7999 -0.8042
C15 0.8397 -3.2070 -0.7222
O5 -0.0222 -4.2905 -0.3626
C16 -1.1136 -4.5786 -1.2287
C17 -0.7839 -5.0170 -2.6666
O6 -0.1098 -4.0041 -3.4113
C18 1.1291 -4.4146 -3.9661
H16 -2.1526 -0.1790 -1.4536
H17 -2.8472 -1.7663 -1.8281
H18 -2.1806 -1.4753 -0.2153
H19 -0.1257 -1.4883 0.1835
H20 1.0150 -1.1041 -1.1066
H21 1.6026 -3.1722 0.0615
H22 1.3827 -3.4567 -1.6287
H23 -1.8279 -3.7650 -1.2160
H24 -1.6384 -5.4258 -0.7620
H25 -1.7329 -5.2080 -3.1936
H26 -0.2227 -5.9587 -2.6624
H27 1.5890 -5.2405 -3.4098
H28 1.8161 -3.5633 -3.9241
H29 0.9890 -4.6946 -5.0109
C19 2.4204 3.2012 -7.3325
O7 2.4333 2.4239 -6.1453
C20 3.1048 3.0415 -5.0518
C21 2.2170 3.1858 -3.8028
O8 1.0397 3.9904 -3.9148
C22 0.0462 3.5771 -4.8456
C23 -0.6300 2.2156 -4.6063
O9 0.2844 1.1237 -4.6867
C24 0.3080 0.2963 -3.5352
H30 3.2238 2.8767 -7.9919
H31 1.4650 3.0384 -7.8407
H32 2.5092 4.2795 -7.1339
H33 3.5251 4.0125 -5.3233
H34 3.9437 2.3833 -4.7907
H35 2.8274 3.6716 -3.0354
H36 1.9602 2.2179 -3.3831
H37 0.4218 3.6611 -5.8576
H38 -0.7506 4.3327 -4.7738
H39 -1.3728 2.0559 -5.4049
H40 -1.1753 2.2189 -3.6553
H41 -0.0107 0.8242 -2.6281
H42 1.3393 -0.0366 -3.3800
H43 -0.3174 -0.5817 -3.7008
C25 5.9877 -5.9838 5.8512
O10 4.7292 -5.4926 5.4165
C26 4.5716 -4.0848 5.5613
C27 4.2243 -3.3776 4.2390
O11 5.1760 -3.4571 3.1741
C28 5.4828 -4.7480 2.6605
C29 4.3396 -5.5424 2.0045
O12 3.2919 -5.8591 2.9193
C30 2.0074 -5.4182 2.5108
H44 5.9000 -6.3693 6.8658
H45 6.2843 -6.8044 5.1909
H46 6.7788 -5.2209 5.8057
H47 5.4493 -3.6174 6.0133
H48 3.7301 -3.9357 6.2504
H49 4.1321 -2.3110 4.4655
H50 3.2439 -3.6712 3.8763
H51 5.9968 -5.3374 3.4092
H52 6.2299 -4.5759 1.8711
H53 4.7467 -6.5054 1.6555
H54 3.9613 -5.0139 1.1216
H55 2.0515 -4.5592 1.8302
H56 1.4581 -5.1053 3.4047
H57 1.4672 -6.2428 2.0441

## Properties
Total charge = +1
Calculated total energy = -2513.12765 Ha
Spin multiplicity = 1